This record from OMol25 describes a structure of composition C6H12O. The level of theory is wB97M-V/def2-TZVPD.

Computed properties:
* LUMO energy: -0.391 eV
* multiplicity: 1

```
19
Properties=species:S:1:pos:R:3:nbo_charge:R:1
C -1.56 1.00 -1.35 -0.612
C -1.25 -0.48 -1.53 -0.102
O -0.25 -0.74 -2.53 -0.541
C 0.53 -1.33 -1.49 -0.277
C -0.50 -1.16 -0.42 0.152
C 1.01 -0.29 2.42 -0.619
C 0.96 0.98 1.58 -0.600
H -2.07 1.37 -2.24 0.226
H -2.19 1.17 -0.47 0.228
H -0.63 1.56 -1.23 0.218
H -2.18 -1.04 -1.72 0.234
H 1.42 -0.72 -1.23 0.238
H 0.87 -2.35 -1.70 0.233
H 0.14 -0.91 2.23 0.230
H 1.04 -0.06 3.49 0.201
H 1.90 -0.90 2.19 0.199
H 0.38 1.77 2.07 0.205
H 0.49 0.77 0.62 0.187
H 1.96 1.37 1.37 0.201
```



This record from OMol25 describes a cluster of 3 separate species, C5H18NO2 in total. The level of theory is wB97M-V/def2-TZVPD.

Computed properties:
* LUMO energy (spin up / spin down): 0.977 / 0.620 eV
* multiplicity: 2

```
26
Properties=species:S:1:pos:R:3:lowdin_spin:R:1
C 0.78 0.99 -0.70 0.061
C -0.46 1.75 -0.11 0.029
C -1.79 1.43 -0.86 0.002
C -2.29 -0.02 -0.72 0.027
C -3.02 -0.36 0.57 0.025
N 0.95 -0.26 0.12 0.139
H 1.70 1.56 -0.94 0.011
H 0.52 0.66 -1.72 0.012
H -0.48 1.62 0.96 0.023
H -0.14 2.77 -0.35 0.003
H -2.47 2.16 -0.38 0.000
H -1.64 1.70 -1.94 0.000
H -3.01 -0.02 -1.55 0.001
H -1.44 -0.63 -1.07 0.023
H -3.85 0.41 0.74 0.000
H -2.43 -0.36 1.49 0.023
H -3.64 -1.24 0.32 0.002
H 0.24 -0.99 -0.11 0.074
H 1.84 -0.83 0.25 0.065
H 0.68 -0.02 1.10 0.116
H 4.24 -0.58 0.36 0.052
H 5.23 0.42 -0.04 0.012
O 4.38 0.08 -0.35 0.098
H 2.64 -3.25 2.09 0.035
H 1.57 -3.96 1.37 0.029
O 1.90 -3.05 1.48 0.138
```



This record from OMol25 describes a cluster of 2 separate species, C5H8O in total. The level of theory is wB97M-V/def2-TZVPD.

Computed properties:
* LUMO energy: 0.601 eV
* multiplicity: 1

```
14
Properties=species:S:1:pos:R:3:nbo_charge:R:1
C 1.92 -0.02 -0.08 -0.377
C 0.72 0.24 -0.58 -0.190
C -0.30 -0.82 -0.94 -0.478
C -1.54 -0.77 -0.08 -0.096
O -1.34 -0.97 1.35 -0.420
C -1.69 0.23 1.04 0.321
H 0.15 2.88 1.60 -0.024
H 2.61 0.78 0.18 0.205
H 2.26 -1.03 0.09 0.192
H 0.41 1.27 -0.74 0.208
H 0.15 -1.82 -0.87 0.220
H -0.63 -0.68 -1.97 0.230
H -2.43 -1.27 -0.44 0.197
H -0.40 2.36 1.58 0.011
```



This record from OMol25 describes a structure of composition C25H43InN3O5Si. The level of theory is wB97M-V/def2-TZVPD.

Computed properties:
* LUMO energy: -3.134 eV
* total charge: +1
* multiplicity: 1

```
78
Properties=species:S:1:pos:R:3:mulliken_charge:R:1
In -0.42 -0.12 0.10 1.982
O 0.10 2.24 4.30 -0.487
C 0.13 1.67 3.10 0.229
O -0.32 0.57 2.87 -0.500
C 0.78 2.51 2.05 0.329
C 1.15 3.83 2.21 -0.647
C 1.74 4.47 1.12 -0.581
C 1.97 3.76 -0.04 -0.816
C 1.55 2.44 -0.11 0.588
N 0.95 1.85 0.91 0.144
C 1.74 1.58 -1.35 0.241
O 2.50 1.97 -2.20 -0.666
O 1.06 0.48 -1.35 -0.531
H -0.30 1.64 4.94 0.413
H 0.97 4.34 3.14 0.588
H 2.02 5.51 1.19 0.461
H 2.46 4.20 -0.91 0.579
C -3.13 -2.34 -1.58 -1.907
C -3.36 -0.83 -1.75 2.755
C -2.37 -0.35 -2.81 -1.796
C -4.79 -0.59 -2.25 -1.745
Si -3.12 0.05 -0.06 -2.669
C -3.69 -0.90 1.51 2.878
C -3.59 -0.05 2.78 -2.013
C -2.82 -2.15 1.76 -1.756
C -5.15 -1.34 1.32 -1.776
C -3.46 1.94 -0.05 2.667
C -3.12 2.58 -1.40 -1.984
C -4.96 2.17 0.24 -1.723
C -2.62 2.66 1.01 -1.710
H -3.22 -2.82 -2.56 0.660
H -3.87 -2.81 -0.93 0.365
H -2.13 -2.55 -1.20 0.124
H -2.55 -0.90 -3.74 0.579
H -1.33 -0.54 -2.53 0.281
H -2.47 0.71 -3.05 0.293
H -4.95 -1.17 -3.17 0.525
H -4.97 0.46 -2.49 0.344
H -5.55 -0.90 -1.53 0.329
H -2.57 0.31 2.94 0.208
H -3.85 -0.67 3.64 0.637
H -4.27 0.80 2.78 0.338
H -1.77 -1.89 1.88 0.262
H -2.90 -2.88 0.95 0.239
H -3.15 -2.63 2.68 0.663
H -5.82 -0.48 1.19 0.346
H -5.48 -1.88 2.21 0.519
H -5.27 -2.00 0.47 0.346
H -3.76 2.21 -2.20 0.370
H -2.08 2.43 -1.68 0.294
H -3.28 3.66 -1.33 0.585
H -5.59 1.64 -0.48 0.353
H -5.19 3.23 0.17 0.547
H -5.24 1.84 1.24 0.315
H -1.56 2.58 0.78 0.194
H -2.78 2.28 2.02 0.272
H -2.88 3.73 1.02 0.609
C 2.33 -1.56 1.02 -1.267
N 2.08 -2.97 0.77 0.216
C 2.97 -3.96 1.35 -0.548
C 2.98 -5.20 0.49 -0.727
C 1.56 -5.71 0.35 -0.660
N 0.66 -4.63 -0.05 0.140
C -0.61 -4.98 -0.68 -0.903
C 0.91 -3.32 0.19 0.207
O 0.05 -2.46 -0.15 -0.753
H 3.36 -1.44 1.35 0.413
H 1.67 -1.16 1.80 0.362
H 2.20 -0.98 0.11 0.389
H 2.65 -4.21 2.37 0.252
H 3.97 -3.53 1.41 0.355
H 3.61 -5.97 0.93 0.380
H 3.38 -4.95 -0.50 0.319
H 1.21 -6.15 1.29 0.277
H 1.51 -6.49 -0.42 0.472
H -0.73 -6.06 -0.63 0.482
H -0.62 -4.67 -1.73 0.275
H -1.44 -4.51 -0.17 0.174
```



This record from OMol25 describes a structure of composition C32H28N2O5SiZn. The level of theory is wB97M-V/def2-TZVPD.

Computed properties:
* LUMO energy: -0.883 eV
* multiplicity: 1

```
69
Properties=species:S:1:pos:R:3:nbo_charge:R:1
Zn -14.05 10.95 8.42 1.543
O -17.03 11.31 11.67 -0.664
C -15.96 11.53 10.91 0.801
O -15.36 10.67 10.25 -0.643
C -15.62 12.99 10.86 -0.189
O -14.72 13.30 9.77 -0.557
C -15.35 13.95 8.64 -0.191
C -16.03 12.97 7.66 0.741
O -16.81 13.43 6.83 -0.658
O -15.72 11.73 7.70 -0.891
H -17.37 10.38 11.61 0.514
H -16.57 13.55 10.73 0.220
H -15.14 13.36 11.78 0.226
H -15.99 14.73 9.05 0.192
H -14.52 14.49 8.11 0.228
C -15.13 7.03 6.43 -0.240
C -14.11 6.21 6.94 -0.169
C -13.21 6.74 7.77 -0.207
C -13.40 8.08 8.24 0.137
N -14.43 8.82 7.83 -0.509
C -15.23 8.34 6.83 0.049
C -12.49 8.68 9.16 0.260
C -11.34 7.95 9.59 -0.220
C -10.35 8.56 10.35 -0.169
C -10.57 9.92 10.72 -0.238
C -11.78 10.55 10.37 0.048
N -12.67 9.98 9.56 -0.586
H -15.93 6.64 5.77 0.232
H -14.00 5.16 6.65 0.227
H -12.27 6.19 8.04 0.220
H -15.96 9.05 6.40 0.245
H -11.25 6.86 9.37 0.222
H -9.44 8.02 10.64 0.233
H -9.80 10.46 11.28 0.232
H -11.98 11.59 10.71 0.220
C -15.55 12.70 2.76 -0.207
C -15.07 13.74 3.58 -0.203
C -14.29 13.43 4.71 -0.186
C -13.98 12.11 4.99 -0.468
C -14.54 11.07 4.17 -0.205
C -15.31 11.38 3.08 -0.231
Si -12.77 11.59 6.34 0.742
C -11.67 13.15 6.61 -0.433
C -11.71 13.81 7.83 -0.227
C -11.04 15.04 8.03 -0.215
C -10.27 15.55 6.99 -0.227
C -10.18 14.88 5.78 -0.213
C -10.90 13.67 5.59 -0.192
C -11.62 10.27 5.66 -0.402
C -10.63 9.85 6.59 -0.248
C -9.77 8.79 6.32 -0.222
C -9.84 8.17 5.05 -0.234
C -10.72 8.67 4.09 -0.239
C -11.60 9.70 4.40 -0.166
H -16.01 12.95 1.82 0.204
H -15.27 14.80 3.37 0.211
H -13.84 14.28 5.33 0.215
H -14.34 10.04 4.41 0.197
H -15.72 10.55 2.53 0.204
H -12.25 13.33 8.64 0.204
H -11.15 15.57 8.97 0.207
H -9.61 16.40 7.20 0.210
H -9.64 15.27 4.91 0.210
H -10.77 13.13 4.67 0.209
H -10.54 10.36 7.59 0.206
H -9.08 8.44 7.12 0.205
H -9.18 7.32 4.84 0.210
H -10.76 8.22 3.08 0.211
H -12.17 10.18 3.63 0.210
```



This record from OMol25 describes the ion C4H10NO with charge +1. The level of theory is wB97M-V/def2-TZVPD.

Computed properties:
* LUMO energy: -3.416 eV
* SMILES string: CO[N+]1(C)CC1
* total charge: +1
* multiplicity: 1

```
16
Properties=species:S:1:pos:R:3:nbo_charge:R:1
C -0.51 0.84 1.42 -0.177
C -1.67 0.53 0.48 -0.249
C 0.28 0.81 -1.17 -0.426
C 1.03 -1.80 -0.28 -0.275
N -0.46 0.04 -0.12 0.064
O -0.40 -1.30 -0.17 -0.322
H 0.02 1.76 1.49 0.249
H -0.56 0.08 2.17 0.240
H -2.39 -0.07 1.01 0.272
H -2.24 1.31 -0.01 0.247
H 0.00 1.81 -1.31 0.251
H 1.28 0.71 -1.03 0.226
H 0.05 0.40 -2.12 0.243
H 1.48 -1.83 -1.29 0.216
H 0.72 -2.84 0.03 0.247
H 1.51 -1.13 0.40 0.194
```



This record from OMol25 describes a cluster of 2 separate species, C4H8N4O2 in total. The level of theory is wB97M-V/def2-TZVPD.

Computed properties:
* LUMO energy: 0.420 eV
* SMILES string: Nc1ncn[nH]1.O=CCO
* multiplicity: 1

```
18
Properties=species:S:1:pos:R:3:nbo_charge:R:1
C 2.64 -0.74 -0.16 -0.168
C 2.40 0.75 -0.09 0.409
C -2.60 -0.10 0.02 0.506
C -1.45 1.64 0.01 0.152
H 4.44 -0.21 0.11 0.487
H 2.01 -1.23 0.61 0.183
H 2.25 -1.10 -1.13 0.187
H 1.36 1.09 -0.21 0.149
H -4.33 -0.71 -0.73 0.401
H -3.30 -1.96 -0.37 0.384
H -1.14 2.65 -0.18 0.202
H -1.18 -1.14 1.20 0.412
N -3.61 -1.04 -0.11 -0.807
N -2.64 1.14 -0.44 -0.526
N -0.69 0.81 0.69 -0.321
N -1.46 -0.32 0.69 -0.392
O 3.99 -1.05 0.00 -0.710
O 3.31 1.52 0.09 -0.547
```



This record from OMol25 describes a structure of composition F2H2NP. The level of theory is wB97M-V/def2-TZVPD.

Computed properties:
* LUMO energy: 0.242 eV
* multiplicity: 1

```
6
Properties=species:S:1:pos:R:3:nbo_charge:R:1
N 0.27 -0.34 0.16 -1.204
F 2.40 1.62 -0.08 -0.707
F 2.38 -1.10 -0.64 -0.565
P 1.84 -0.36 0.60 1.636
H -0.18 0.30 0.74 0.399
H -0.11 -0.26 -0.89 0.442
```



This record from OMol25 describes a cluster of 2 separate species, C5H10N2 in total. The level of theory is wB97M-V/def2-TZVPD.

Computed properties:
* LUMO energy (spin up / spin down): 3.414 / 3.411 eV
* total charge: -1
* multiplicity: 2

```
17
Properties=species:S:1:pos:R:3:lowdin_spin:R:1
C -1.15 1.71 1.04 0.077
C 0.06 1.98 0.47 0.145
C -2.58 2.10 -0.74 0.422
N -2.29 1.40 0.38 0.209
H -1.23 1.76 2.13 0.006
H 0.31 1.89 -0.58 0.017
H 0.83 2.39 1.12 0.017
H -3.38 1.76 -1.38 0.051
H -1.98 2.95 -1.08 0.048
C 1.18 -1.61 0.42 0.003
C 2.30 -3.21 -0.82 0.000
N 2.14 -1.98 -0.61 0.001
H 1.63 -0.91 1.13 0.001
H 0.86 -2.50 0.98 0.000
H 0.32 -1.13 -0.04 0.002
H 2.93 -3.49 -1.66 0.000
H 1.86 -4.01 -0.21 0.000
```



This record from OMol25 describes a structure of composition H14O7. The level of theory is wB97M-V/def2-TZVPD.

Computed properties:
* LUMO energy: -0.683 eV
* multiplicity: 1

```
21
Properties=species:S:1:pos:R:3:nbo_charge:R:1
O -1.53 -0.09 1.16 -0.891
H -1.48 -0.94 1.61 0.531
H -2.44 -0.04 0.85 0.502
O 1.95 0.64 -1.24 -1.010
H 1.36 0.08 -0.74 0.427
H 2.54 1.02 -0.59 0.455
O -2.11 1.90 1.71 -0.947
H -2.83 2.23 1.16 0.456
H -1.93 1.03 1.36 0.425
O -0.17 2.65 0.16 -0.949
H -0.69 2.33 0.90 0.470
H -0.70 2.46 -0.61 0.449
O 0.41 -0.21 -0.18 -0.818
H -0.11 -0.78 -0.74 0.490
H -0.23 0.26 0.34 0.519
O 0.92 -2.60 -1.35 -0.894
H 0.69 -2.12 -2.15 0.483
H 1.40 -3.36 -1.66 0.503
O 1.93 -1.56 0.27 -1.059
H 1.75 -2.02 -0.56 0.436
H 1.27 -0.87 0.30 0.423
```



This record from OMol25 describes a cluster of 2 separate species, C5H12OP in total. The level of theory is wB97M-V/def2-TZVPD.

Computed properties:
* LUMO energy (spin up / spin down): -2.886 / -6.170 eV
* total charge: +1
* multiplicity: 1

```
19
Properties=species:S:1:pos:R:3:nbo_charge:R:1
C -4.78 -0.92 0.66 0.301
C 1.22 1.76 -0.42 -0.962
C 1.46 -0.39 1.48 -0.957
C 1.64 -0.71 -1.51 -0.910
C -1.03 -0.14 0.05 -0.564
O -5.08 -1.57 1.57 -0.408
P 0.68 0.08 -0.13 1.453
H -4.96 -0.66 -0.33 0.151
H 1.05 2.21 -1.41 0.279
H 2.27 1.85 -0.28 0.274
H 0.75 2.29 0.32 0.250
H 1.08 0.26 2.26 0.263
H 2.57 -0.39 1.68 0.290
H 1.05 -1.40 1.70 0.266
H 1.13 -0.14 -2.41 0.256
H 1.36 -1.76 -1.62 0.273
H 2.61 -0.28 -1.57 0.279
H -1.50 0.68 0.53 0.236
H -1.53 -0.78 -0.58 0.229
```



This record from OMol25 describes a cluster of 3 separate species, C20H22BrF3N2O2S2 in total. The level of theory is wB97M-V/def2-TZVPD.

Computed properties:
* LUMO energy: 0.227 eV
* SMILES string: FC(F)(F)c1cc2c(cc1N=C=S)Nc1cccc(Br)c1S2.CC(C)O.CC(C)O
* multiplicity: 1

```
52
Properties=species:S:1:pos:R:3:nbo_charge:R:1
F -2.03 -1.69 -3.04 -0.312
C -1.88 -0.97 -1.93 0.984
F -1.95 0.32 -2.33 -0.333
F -2.90 -1.19 -1.11 -0.311
C -0.52 -1.20 -1.28 -0.171
C 0.04 -0.13 -0.61 -0.197
C 1.28 -0.30 -0.03 -0.116
C 1.96 -1.51 -0.12 0.134
C 1.39 -2.59 -0.76 -0.231
C 0.14 -2.41 -1.34 0.173
N -0.47 -3.57 -2.00 -0.477
C 0.22 -3.99 -2.91 0.236
S 1.06 -4.41 -4.15 0.094
N 3.27 -1.68 0.45 -0.633
C 4.16 -0.59 0.11 0.094
C 5.41 -0.90 -0.37 -0.198
C 6.28 0.12 -0.71 -0.202
C 5.89 1.44 -0.55 -0.220
C 4.64 1.77 -0.08 -0.130
Br 4.08 3.57 0.14 0.083
C 3.77 0.74 0.25 -0.132
S 2.11 1.01 0.83 0.297
H -0.46 0.83 -0.53 0.256
H 1.92 -3.53 -0.81 0.245
H 3.14 -1.61 1.47 0.381
H 5.67 -1.95 -0.48 0.232
H 7.26 -0.10 -1.11 0.223
H 6.57 2.24 -0.83 0.229
C -2.06 3.77 -1.37 -0.631
C -1.16 4.39 -0.31 0.094
C -0.71 5.79 -0.70 -0.630
O -0.02 3.56 -0.08 -0.722
H -1.51 3.68 -2.32 0.199
H -2.37 2.77 -1.08 0.217
H -2.95 4.38 -1.54 0.212
H -1.70 4.43 0.64 0.175
H -0.13 5.75 -1.63 0.198
H -0.07 6.21 0.07 0.218
H -1.56 6.45 -0.85 0.210
H 0.47 3.50 -0.91 0.462
C -3.48 -1.78 1.97 -0.627
C -3.50 -3.11 2.70 0.093
C -4.85 -3.38 3.33 -0.629
O -2.48 -3.13 3.70 -0.718
H -3.68 -0.96 2.66 0.195
H -2.51 -1.60 1.52 0.216
H -4.24 -1.75 1.18 0.213
H -3.26 -3.91 2.00 0.176
H -5.09 -2.61 4.07 0.196
H -4.85 -4.34 3.86 0.217
H -5.65 -3.40 2.59 0.210
H -2.67 -2.43 4.33 0.457
```



| no. | strongest force on any atom (eV/Å) | energy (eV) |
| --- | --- | --- |
| 1 | 0.366 | -8459.212 |
| 2 | 2.588 | -11057.974 |
| 3 | 0.411 | -7357.203 |
| 4 | 0.929 | -54380.312 |
| 5 | 3.234 | -103152.436 |
| 6 | 3.923 | -7836.490 |
| 7 | 0.527 | -14332.451 |
| 8 | 3.959 | -16246.788 |
| 9 | 1.161 | -8324.196 |
| 10 | 10.664 | -14552.009 |
| 11 | 4.622 | -16704.564 |
| 12 | 1.344 | -128037.603 |